DFT (wB97M-V/def2-TZVPD) results for a single C2H5N3S2 molecule.

Element x y z (Å)
C  1.181984  -0.675710  -0.181756
C  -2.012785  0.244076  0.967590
H  -0.333882  1.451006  -1.197055
H  2.633695  0.168258  -1.355173
H  -0.137131  -1.265751  1.242671
H  -2.772186  1.007704  0.904690
H  -2.186459  -0.587003  1.656823
N  1.564055  0.197189  -1.213510
N  -0.021696  -0.637641  0.465514
N  -0.957087  0.368946  0.332116
S  0.769982  1.555142  -1.959375
S  2.271510  -1.826215  0.337466

Force components x, y, z for each atom (eV/Å):
C 1.16 0.96 -0.84
C -1.47 -0.32 1.51
H 0.15 0.15 -0.07
H -2.61 -0.06 0.29
H 0.21 -0.41 0.05
H -0.01 0.13 -0.14
H -0.07 -0.05 -0.08
N 1.22 -1.10 1.40
N -0.51 1.20 -0.74
N 1.86 -0.25 -1.35
S 0.05 -0.23 0.06
S 0.02 0.00 -0.08

## Properties
HOMO energy = -8.140 eV
orbital gap = 8.7 eV
DFT total energy = -1039.7753 hartree
SMILES = C=NNC(=S)NS
ΔE to the lowest compared entry with this formula, charge and spin = 2.9400 eV


DFT (wB97M-V/def2-TZVPD) results for a 3-piece molecular cluster, C19H23BBrFIN3O4S2 overall.

Element x y z (Å)
N  5.379575  -1.174993  -0.067769
B  4.051787  -1.849867  0.037492
O  3.875226  -3.041926  0.821528
C  2.759214  -1.302328  -0.759310
C  2.816724  -0.986892  -2.205859
S  4.340201  -1.182251  -3.219880
C  1.607187  -0.513994  -2.945059
C  0.366891  -0.388332  -2.170699
C  0.259833  -0.696343  -0.702595
C  1.473763  -1.153760  0.003051
Br  1.290008  -1.535441  1.911075
N  -0.995119  -0.577401  0.023870
C  -1.324994  0.840611  0.327097
C  -1.578815  0.992860  1.901141
F  -1.727461  -0.260008  2.574770
C  -2.091610  -1.258354  -0.663483
C  -2.960443  -2.219263  0.081085
C  -4.069138  -2.875402  -0.651995
C  -4.340222  -2.617607  -2.098404
I  -5.944849  -3.618124  -3.154326
C  -3.484881  -1.675465  -2.848454
N  -3.660195  -1.343559  -4.265389
C  -2.846496  -1.954137  -4.982937
O  -2.161558  -2.538391  -5.708566
C  -2.383404  -1.025607  -2.114635
S  -1.219191  0.131798  -2.946503
H  5.893882  -1.536545  0.753500
H  5.785911  -1.592927  -0.923556
H  3.624550  -3.747185  0.196090
H  3.820300  -1.753188  -4.373120
H  1.578108  -0.285268  -4.036401
H  -2.271782  1.194624  -0.185397
H  -0.497123  1.563484  0.053132
H  -2.523640  1.574834  2.135077
H  -0.751496  1.547906  2.439076
H  -2.726346  -2.408348  1.161444
H  -4.724222  -3.620954  -0.139718
C  4.205363  0.133295  5.573726
C  4.504705  0.609346  4.165262
O  5.180010  -0.409927  3.436468
H  5.129014  -0.134585  6.091432
H  3.691503  0.907919  6.147327
H  3.578762  -0.762739  5.553831
H  5.147085  1.490768  4.189008
H  3.582097  0.869056  3.635816
H  4.600568  -1.182601  3.413268
C  -3.522844  5.390306  -0.933602
C  -4.006721  3.955044  -0.862068
O  -3.858445  3.446684  0.460853
H  -2.474439  5.456114  -0.634485
H  -3.626304  5.787457  -1.945563
H  -4.091285  6.024612  -0.247773
H  -3.422766  3.321428  -1.531845
H  -5.060163  3.884427  -1.150402
H  -4.383452  4.004256  1.047945

Force components x, y, z for each atom (eV/Å):
N -1.34 -1.59 0.62
B 0.19 -0.39 0.03
O 0.64 1.09 -1.30
C -1.44 0.43 -0.83
C -2.66 0.45 0.17
S -0.90 -0.20 0.24
C -0.64 -0.66 3.11
C 0.86 -0.88 1.45
C 2.48 -0.54 -1.04
C -0.35 0.68 -3.08
Br 0.32 0.36 -1.41
N 0.02 0.31 -2.15
C -0.72 0.90 1.41
C -0.28 0.57 0.85
F 0.10 1.10 -0.89
C -2.53 -1.78 -1.10
C -0.04 0.84 -2.91
C 1.16 1.22 -1.23
C 1.89 1.26 1.14
I 1.09 0.65 0.81
C 0.55 -0.17 2.58
N 1.18 -1.35 0.68
C -1.03 0.30 0.40
O -0.06 0.36 0.06
C -0.02 -0.80 1.81
S 0.29 -1.12 0.59
H 0.17 0.28 -0.76
H 0.10 0.61 0.49
H -0.28 0.31 0.62
H 0.05 0.43 1.13
H 0.27 -0.28 1.13
H 1.13 -0.59 0.40
H -0.83 -1.07 0.16
H 1.00 -0.72 -0.61
H -0.64 -0.83 -0.78
H -0.43 0.16 -1.27
H 0.71 0.85 -0.46
C 0.00 0.07 0.13
C -0.21 -0.38 0.07
O 0.14 -0.04 -0.18
H -0.02 0.09 -0.04
H -0.02 -0.07 0.02
H -0.08 0.09 -0.01
H 0.07 -0.14 -0.14
H -0.03 0.15 0.09
H 0.08 0.11 0.00
C 0.09 0.05 -0.07
C -0.13 0.32 0.22
O 0.10 -0.22 0.07
H -0.04 -0.06 -0.08
H -0.01 0.04 0.06
H -0.07 0.00 -0.10
H -0.03 -0.09 0.16
H 0.04 0.00 -0.18
H 0.09 -0.11 -0.07

## Properties
HOMO energy = -8.613 eV
orbital gap = 8.6 eV
DFT total energy = -4995.7568 hartree


DFT (wB97M-V/def2-TZVPD) results for a 2-piece molecular cluster, C5H13N3O overall.

Element x y z (Å)
C  -0.754808  0.005460  0.897966
C  1.343186  -0.601237  -2.834088
C  2.031689  -1.043456  -1.614930
C  -2.635709  1.685360  1.107074
C  -1.439125  1.031662  1.784218
N  0.434091  0.255135  0.431068
N  -1.322619  -1.172397  0.483278
N  3.179478  -1.497127  -0.910586
O  1.186700  -1.909967  -2.187129
H  0.478497  0.095335  -2.897073
H  1.895161  -0.711413  -3.796263
H  -2.761951  2.669138  1.740334
H  -3.551843  1.045900  1.027511
H  -2.337723  1.815541  0.103772
H  -2.091548  0.425449  2.571616
H  -0.741823  1.757328  2.026654
H  1.055322  0.975342  0.773286
H  -1.960476  -1.679414  1.031896
H  -0.943367  -1.811507  -0.203948
H  3.038122  -2.354311  -0.443551
H  3.593500  -0.925781  -0.269646
H  4.039749  -1.855523  -1.614806

Force components x, y, z for each atom (eV/Å):
C 0.28 -2.02 -0.55
C 1.13 0.47 -1.67
C -3.33 -0.26 0.18
C -0.67 1.16 0.91
C -3.35 -4.02 0.35
N -0.08 0.36 -0.79
N 0.67 1.24 -0.01
N 2.59 -2.62 -5.32
O 0.87 0.51 1.09
H 0.70 -0.58 0.74
H -0.43 0.21 0.75
H -0.36 -1.85 -1.77
H 0.78 0.68 0.65
H -0.04 1.26 -1.32
H 2.57 1.13 -0.53
H 1.24 1.08 1.34
H 0.01 0.05 0.17
H -1.37 0.07 1.05
H 0.69 0.66 -0.03
H -1.09 -1.73 1.00
H 1.33 2.88 2.19
H -2.14 1.33 1.56

## Properties
net charge = +2
HOMO energy (alpha / beta) = -18.155 / -17.061 eV
orbital gap (alpha / beta) = 8.9 / 6.0 eV
DFT total energy = -436.9487 hartree
ΔE to the lowest compared entry with this formula, charge and spin = 8.4249 eV


DFT (wB97M-V/def2-TZVPD) results for C8H10 as an isolated structure.

Element x y z (Å)
C  -2.877038  -0.443596  0.064855
C  -1.873188  0.691079  -0.070881
C  -0.366277  0.256291  -0.017154
C  -0.030020  -1.056542  -0.040409
C  1.360474  -1.323340  -0.008499
C  2.371960  -0.307499  0.013559
C  1.937311  0.907064  0.011625
C  0.590181  1.284125  -0.044307
H  -3.861781  -0.131226  0.264339
H  -2.752085  -0.991831  1.089187
H  -3.040407  -1.103581  -0.869730
H  -2.122424  1.153606  -1.009892
H  -2.119192  1.701455  0.800786
H  -0.728523  -1.739828  -0.209699
H  1.648287  -2.186124  0.140204
H  3.349656  -0.772958  0.113279
H  2.660416  1.603531  0.115827
H  0.285638  2.421460  0.112966

Force components x, y, z for each atom (eV/Å):
C 0.19 -1.83 1.43
C -0.13 1.93 2.22
C -2.46 3.54 -0.58
C 5.23 2.14 0.08
C -2.92 8.22 -0.87
C -1.43 -7.36 0.17
C -2.28 3.84 -0.27
C -0.46 0.97 1.24
H -1.35 1.25 -0.16
H 0.43 0.14 -2.14
H 0.97 0.68 1.64
H 0.39 0.49 -0.50
H 0.84 -3.34 -2.46
H -2.68 -3.14 -0.12
H 2.75 -8.80 0.89
H 0.26 1.10 -0.06
H 1.99 2.85 0.13
H 0.64 -2.70 -0.62

## Properties
HOMO energy = -8.851 eV
orbital gap = 9.9 eV
DFT total energy = -310.7246 hartree
ΔE to the lowest compared entry with this formula, charge and spin = 3.0230 eV


DFT (wB97M-V/def2-TZVPD) results for a 2-piece molecular cluster, C7H14O2Si overall.

Element x y z (Å)
C  2.255724  0.530582  2.047950
C  2.657511  0.013122  1.059485
C  3.330654  -0.187711  -1.312469
C  2.983126  -0.840446  -0.068652
C  -3.412949  0.754253  0.784953
C  -1.164364  -1.539232  0.398258
C  -1.265458  0.687050  -1.655129
O  2.078049  -0.833500  -1.155415
O  -0.782781  1.492707  1.076266
Si  -1.570912  0.361048  0.208733
H  0.199842  1.401337  1.218003
H  1.893288  1.095152  2.828083
H  3.251224  0.798731  -1.772045
H  3.969269  -0.705950  -1.935931
H  3.543714  -1.738111  0.150918
H  -3.568775  0.679741  1.898301
H  -3.491069  1.872606  0.631600
H  -4.227138  0.219626  0.168971
H  -0.108576  -1.850705  0.149812
H  -1.358695  -1.958269  1.427051
H  -1.616249  -2.253569  -0.229265
H  -0.320570  0.261341  -1.687872
H  -2.031498  0.105021  -2.140811
H  -1.243365  1.635175  -2.090788

Force components x, y, z for each atom (eV/Å):
C 0.08 0.29 -0.08
C -0.12 -1.54 -0.88
C -0.80 0.86 -1.78
C 0.47 1.81 0.71
C 0.22 0.40 -0.45
C 1.81 0.37 1.72
C -1.85 -0.80 2.21
O -0.34 -0.83 0.32
O 2.46 -0.04 1.12
Si -2.30 -0.71 -1.04
H -1.58 0.10 -0.40
H -0.42 0.74 1.35
H -0.07 0.54 1.51
H 1.48 -1.52 -1.12
H -0.31 -0.32 0.07
H 0.11 -0.49 -1.12
H -0.10 -1.09 -0.21
H 1.21 0.83 1.15
H -0.51 0.95 0.53
H 0.21 0.70 -0.76
H -1.53 -0.32 -1.18
H 1.92 -1.12 -0.86
H 0.03 -0.54 -0.55
H -0.07 1.72 -0.23

## Properties
HOMO energy = -9.599 eV
orbital gap = 10.4 eV
DFT total energy = -714.9966 hartree
SMILES = C#C[C@@H]1CO1.C[Si](C)(C)O
ΔE to the lowest compared entry with this formula, charge and spin = 4.3343 eV


Question: DFT total energy of number 3 (C5H13N3O)?
Answer: -436.9487 hartree